Entry P
This record from the OMol25 dataset describes a cluster of 3 separate species, CH3NO2S2 in total. The level of theory is ωB97M-V/def2-TZVPD.

Each line ends with the Löwdin charge.
Atoms and positions in Å:
O (-0.644, 0.471, 0.962)  0.101
C (-0.056, 0.656, 1.919)  -0.543
O (0.344, 0.845, 2.982)  0.186
N (1.986, 0.303, 0.958)  -0.440
S (2.029, -0.053, -0.574)  0.719
H (2.798, -0.121, 1.369)  -0.021
S (-2.336, -0.091, -1.630)  0.461
H (-1.180, -0.178, -0.854)  -0.228
H (-2.631, -1.377, -1.443)  -0.235

Values from the calculation:
SMILES	O=C=O.N=S.S
frontier orbital gap (alpha / beta)	7.206 / 7.210	eV
net charge	0
E_HOMO (alpha / beta)	-9.30 / -9.29	eV

=====

Entry Q
This record from the OMol25 dataset describes a cluster of 2 separate species, CH3NO2S2 in total. The level of theory is ωB97M-V/def2-TZVPD.

Each line ends with the Löwdin charge.
Atoms and positions in Å:
O (0.200, -2.665, 1.444)  0.044
N (0.378, -1.513, 1.250)  -0.102
O (-0.546, -0.688, 1.893)  -0.035
H (-0.321, 0.225, 1.656)  0.029
S (1.441, 0.652, -2.217)  0.610
C (0.084, 0.386, -1.382)  -1.155
S (-0.834, 1.583, -0.526)  0.725
H (-0.357, -0.602, -1.295)  -0.004
H (-0.046, 2.622, -0.824)  -0.112

Values from the calculation:
SMILES	O=NO.S=CS
frontier orbital gap	8.520	eV
net charge	0
E_HOMO	-9.20	eV

=====

Quick one: least stable of them? entry Q

=====

Entry P
This record from the OMol25 dataset describes a cluster of 2 separate species, C4H11N4 in total. The level of theory is ωB97M-V/def2-TZVPD.

Each line ends with the Löwdin charge.
Atoms and positions in Å:
C (4.127, 0.107, 1.142)  0.016
C (-1.407, -0.041, -0.249)  -0.156
C (-1.242, 1.789, 1.223)  -0.058
C (-1.846, -1.892, -1.774)  -0.043
N (3.069, 0.118, 0.504)  -0.187
N (2.123, 0.206, -0.109)  0.176
N (-0.700, 0.840, 0.315)  0.018
N (-0.951, -0.938, -1.108)  -0.013
H (5.058, 0.343, 0.704)  0.084
H (3.993, -0.320, 2.134)  0.099
H (-2.438, -0.004, -0.299)  0.142
H (-2.263, 1.749, 1.398)  0.068
H (-0.846, 1.636, 2.244)  0.106
H (-1.068, 2.895, 1.040)  0.124
H (-2.871, -1.391, -1.935)  0.125
H (-1.409, -2.075, -2.823)  0.123
H (-1.824, -2.792, -1.227)  0.068
H (0.394, 0.719, 0.188)  0.128
H (0.101, -0.951, -1.369)  0.180

Values from the calculation:
frontier orbital gap	9.497	eV
net charge	+1
E_HOMO	-12.54	eV

=====

Entry Q
This record from the OMol25 dataset describes the ion C4H11N4 with charge +1. The level of theory is ωB97M-V/def2-TZVPD.

Each line ends with the Löwdin charge.
Atoms and positions in Å:
C (2.661, -0.318, 0.463)  -0.042
N (1.841, 0.560, -0.426)  -0.116
C (1.012, 1.514, 0.024)  -0.168
N (-0.509, 0.958, 0.231)  0.183
C (-1.229, -0.118, 0.196)  -0.403
C (-0.801, -1.512, -0.194)  -0.003
N (-2.581, -0.222, 0.417)  0.142
N (-3.393, 0.508, -0.111)  0.241
H (3.538, 0.213, 0.748)  0.080
H (1.873, -0.760, 1.099)  0.079
H (2.997, -1.208, -0.038)  0.078
H (1.654, 0.127, -1.276)  0.094
H (0.909, 2.320, -0.561)  0.076
H (1.432, 1.943, 0.948)  0.145
H (-1.627, -2.245, -0.003)  0.111
H (0.048, -1.820, 0.412)  0.077
H (-0.251, -1.451, -1.063)  0.057
H (-4.403, 0.293, -0.052)  0.190
H (-3.170, 1.218, -0.814)  0.177

Values from the calculation:
SMILES	CNC/N=C(\C)N=[NH2+]
frontier orbital gap	6.125	eV
net charge	+1
E_HOMO	-12.38	eV

=====

Entry R
This record from the OMol25 dataset describes the ion C4H11N4 with charge +1. The level of theory is ωB97M-V/def2-TZVPD.

Each line ends with the Löwdin charge.
Atoms and positions in Å:
N (0.825, 0.080, -2.429)  0.108
C (0.776, -0.264, -1.059)  -0.373
N (1.029, 0.979, 0.027)  0.024
C (1.127, 0.203, 1.284)  -0.259
C (-0.268, -0.270, 1.640)  -0.061
C (-1.151, -0.303, 0.364)  -0.281
N (-2.427, -0.063, 0.476)  0.221
N (-0.568, -0.530, -0.828)  0.099
H (1.719, 0.092, -2.886)  0.105
H (0.218, 0.806, -2.569)  0.058
H (1.389, -1.198, -0.826)  0.177
H (2.060, 1.191, -0.173)  0.134
H (1.488, 0.860, 2.010)  0.098
H (1.943, -0.583, 1.287)  0.138
H (-0.840, 0.435, 2.308)  0.141
H (-0.274, -1.321, 2.053)  0.154
H (-2.885, 0.127, 1.362)  0.150
H (-2.861, 0.231, -0.426)  0.164
H (-1.300, -0.476, -1.616)  0.204

Values from the calculation:
SMILES	N[C@H]1NCCC(=[NH2+])N1
frontier orbital gap	10.165	eV
net charge	+1
E_HOMO	-13.55	eV

=====

Quick one: least stable of them? entry Q

=====

Entry P
This record from the OMol25 dataset describes a structure of composition C5H33NO13. The level of theory is ωB97M-V/def2-TZVPD.

Each line ends with the Mulliken spin population.
Atoms and positions in Å:
O (-1.806, -3.095, -0.581)  0.796
C (-1.015, -2.967, 0.357)  0.005
N (0.185, -3.520, 0.335)  0.049
C (1.396, -3.268, 1.137)  0.004
O (1.147, -3.301, 2.513)  0.002
C (-1.445, -1.857, 1.387)  0.055
C (-0.439, -0.725, 1.503)  0.020
C (-0.003, -0.018, 0.204)  0.004
H (0.461, -4.035, -0.484)  0.001
H (2.107, -4.054, 0.940)  0.004
H (1.771, -2.277, 0.913)  -0.002
H (0.344, -3.721, 2.811)  0.001
H (-2.419, -1.546, 1.019)  0.002
H (-1.555, -2.352, 2.355)  0.027
H (0.408, -1.101, 2.061)  -0.004
H (-0.940, 0.028, 2.114)  0.021
H (-0.460, -0.421, -0.690)  0.008
H (1.076, -0.112, 0.059)  0.000
H (-0.258, 1.032, 0.292)  0.000
H (2.575, 0.613, -3.497)  0.000
H (1.427, 0.211, -2.525)  0.000
O (2.393, 0.221, -2.632)  0.000
H (-0.224, -0.878, -2.756)  0.001
H (0.223, -0.052, -3.889)  0.000
O (0.415, -0.157, -2.945)  0.000
H (-1.696, 3.096, 0.788)  0.000
H (-1.367, 3.557, 2.265)  0.000
O (-2.047, 3.216, 1.679)  0.000
H (-1.332, -2.848, -2.899)  -0.001
H (-2.175, -1.539, -2.837)  -0.001
O (-1.382, -1.949, -3.228)  0.007
H (2.476, -0.546, 2.487)  0.000
H (2.662, 0.444, 3.633)  0.000
O (2.588, 0.397, 2.671)  0.000
H (-3.767, 2.013, 1.232)  0.000
H (-4.068, 0.445, 1.053)  0.000
O (-4.190, 1.313, 0.682)  0.000
H (3.281, 0.543, 0.637)  0.000
H (2.881, 0.690, -0.904)  0.000
O (3.438, 1.039, -0.174)  0.000
H (2.410, 2.471, 2.023)  0.000
H (2.738, 2.542, 0.605)  0.000
O (2.284, 3.088, 1.296)  0.000
H (-1.957, 1.065, -1.772)  0.000
H (-3.355, 0.786, -1.003)  0.000
O (-2.616, 0.379, -1.501)  0.000
H (-0.124, 2.561, -1.671)  0.000
H (-0.440, 1.320, -2.680)  0.000
O (-0.755, 2.165, -2.301)  0.000
H (0.270, 4.443, -0.192)  0.000
H (0.854, 3.147, 0.247)  0.000
O (0.025, 3.517, -0.134)  0.000

Values from the calculation:
spin multiplicity	2
frontier orbital gap (alpha / beta)	8.500 / 3.680	eV
net charge	+1
E_HOMO (alpha / beta)	-12.79 / -12.79	eV

=====

Entry Q
This record from the OMol25 dataset describes a cluster of 12 separate species, C5H33NO13 in total. The level of theory is ωB97M-V/def2-TZVPD.

Each line ends with the Mulliken spin population.
Atoms and positions in Å:
C (1.238, 1.755, -1.583)  -0.089
N (0.161, 1.087, -0.999)  0.615
C (-0.202, -0.197, -1.641)  -0.021
C (-0.633, 0.073, -3.095)  0.056
C (-0.505, 1.520, 0.210)  0.032
C (-2.006, 1.210, 0.304)  0.043
O (-2.322, 1.309, 1.648)  0.006
O (1.737, 2.700, -1.012)  0.219
H (1.518, 1.334, -2.581)  -0.005
H (0.728, -0.776, -1.573)  0.042
H (-1.086, -0.676, -1.187)  0.005
H (-1.596, -0.373, -3.434)  0.010
H (0.053, -0.281, -3.873)  -0.005
H (-0.866, 1.160, -3.100)  -0.001
H (-0.018, 1.003, 1.058)  0.061
H (-0.223, 2.548, 0.415)  0.019
H (-2.641, 1.844, -0.352)  0.007
H (-2.260, 0.208, -0.045)  -0.002
H (-1.588, 1.519, 2.286)  0.001
H (2.889, 1.117, 1.731)  0.001
H (2.798, 0.205, 3.066)  0.000
O (3.075, 0.258, 2.141)  0.000
H (-4.805, -1.149, -1.134)  0.000
H (-3.535, -1.767, -1.641)  0.000
O (-4.106, -0.998, -1.779)  0.000
H (3.017, 0.413, -1.439)  0.000
H (3.605, -0.966, -0.995)  0.000
O (3.323, -0.433, -1.753)  -0.002
H (-3.211, 2.619, -2.673)  0.000
H (-3.382, 1.081, -2.234)  0.000
O (-3.819, 1.900, -2.483)  0.002
H (-1.634, -0.886, 3.627)  0.000
H (-1.833, -0.970, 2.080)  0.001
O (-1.466, -1.415, 2.844)  0.001
H (1.724, -3.317, -0.762)  0.000
H (1.423, -2.810, -2.086)  -0.001
O (1.033, -3.425, -1.447)  0.004
H (2.984, -1.826, 1.008)  0.000
H (3.359, -3.150, 0.207)  0.000
O (2.938, -2.282, 0.157)  0.000
H (0.066, -2.657, 3.640)  0.000
H (1.580, -2.326, 3.365)  0.000
O (0.974, -2.768, 3.951)  0.000
H (-0.081, 2.549, 3.813)  0.001
H (0.606, 2.238, 2.499)  -0.001
O (-0.148, 1.918, 3.081)  0.004
H (2.375, 3.587, 1.592)  -0.001
H (1.624, 2.626, 0.709)  -0.005
O (1.897, 2.748, 1.654)  0.002
H (-0.832, -2.625, -1.493)  0.002
H (-1.322, -4.024, -1.912)  0.000
O (-1.628, -3.144, -1.682)  0.000

Values from the calculation:
spin multiplicity	2
frontier orbital gap (alpha / beta)	8.985 / 4.578	eV
net charge	+1
E_HOMO (alpha / beta)	-13.42 / -13.42	eV

=====

Quick one: least stable of them? entry P

=====

Entry P
This record from the OMol25 dataset describes the ion C3H7NO2 with charge +1. The level of theory is ωB97M-V/def2-TZVPD.

Each line ends with the Mulliken spin population.
Atoms and positions in Å:
C (0.499, -1.931, 0.736)  -0.193
N (-0.191, -0.670, 0.813)  0.688
C (0.531, 0.452, 0.320)  0.002
C (-0.174, 0.944, -0.866)  0.069
O (-1.538, 1.383, -0.519)  0.015
O (0.034, -3.000, 1.251)  0.402
H (1.486, -1.977, 0.117)  -0.005
H (-1.102, -0.671, 1.054)  -0.017
H (0.602, 1.219, 1.063)  0.038
H (1.557, 0.091, 0.105)  -0.001
H (0.341, 1.808, -1.410)  0.007
H (-0.228, 0.186, -1.625)  -0.004
H (-1.816, 2.167, -1.039)  0.000

Values from the calculation:
spin multiplicity	2
frontier orbital gap (alpha / beta)	10.708 / 6.029	eV
net charge	+1
E_HOMO (alpha / beta)	-15.61 / -15.55	eV

=====

Entry Q
This record from the OMol25 dataset describes the ion C3H7NO2 with charge +1. The level of theory is ωB97M-V/def2-TZVPD.

Each line ends with the Mulliken spin population.
Atoms and positions in Å:
O (-1.345, -0.119, 1.559)  0.591
C (-0.655, 0.394, 0.698)  -0.093
N (-0.492, -0.350, -0.464)  0.479
C (0.650, -0.315, -1.374)  -0.016
O (1.499, -1.379, -1.166)  0.031
C (-0.015, 1.727, 0.866)  0.012
H (-1.179, -1.076, -0.634)  -0.024
H (1.130, 0.649, -1.274)  0.004
H (0.214, -0.394, -2.371)  0.024
H (1.742, -1.498, -0.228)  -0.002
H (-0.231, 2.165, 1.839)  0.001
H (-0.385, 2.485, 0.163)  0.000
H (1.058, 1.798, 0.713)  -0.006

Values from the calculation:
spin multiplicity	2
frontier orbital gap (alpha / beta)	11.765 / 6.615	eV
net charge	+1
E_HOMO (alpha / beta)	-16.33 / -16.15	eV

=====

Quick one: least stable of them? entry P

=====

Entry P
This record from the OMol25 dataset describes a structure of composition C3H5ClO. The level of theory is ωB97M-V/def2-TZVPD.

Each line ends with the Löwdin charge.
Atoms and positions in Å:
C (0.051, -0.033, 0.538)  -0.628
C (-0.957, -0.978, -0.055)  -0.196
C (-0.880, 0.978, -0.026)  -0.249
H (0.218, -0.136, 1.612)  0.100
H (-0.664, -1.317, -1.095)  0.140
H (-1.415, -1.746, 0.577)  0.127
H (-1.092, 1.952, 0.441)  0.137
H (-0.361, 1.173, -0.924)  0.082
O (-1.943, 0.057, -0.173)  -0.088
Cl (1.740, -0.011, -0.116)  0.575

Values from the calculation:
frontier orbital gap	11.187	eV
net charge	0
E_HOMO	-10.17	eV

=====

Entry Q
This record from the OMol25 dataset describes a structure of composition C3H5ClO. The level of theory is ωB97M-V/def2-TZVPD.

Each line ends with the Löwdin charge.
Atoms and positions in Å:
C (1.211, 0.505, -0.034)  -0.575
C (-0.194, 0.149, -0.383)  -0.294
C (-1.160, -0.633, 0.385)  -0.299
H (1.365, 0.366, 1.108)  0.076
H (1.545, 1.378, -0.519)  0.066
H (-1.221, 1.015, -0.198)  0.233
H (-0.526, -0.080, -1.401)  0.118
H (-1.081, -0.691, 1.610)  0.177
O (-2.090, -1.019, -0.395)  -0.072
Cl (2.151, -0.990, -0.173)  0.570

Values from the calculation:
frontier orbital gap	10.550	eV
net charge	0
E_HOMO	-9.93	eV

=====

Quick one: least stable of them? entry Q